{"formula": "C2H3NO2", "method": "the ωB97M-V functional and the def2-TZVPD basis", "spin_multiplicity": 1, "energy_ev": -7701.8953, "lumo_energy_ha": [-0.0740, -0.0492], "relative_energy_kj_mol": 573.9, "gap_ha": [0.2368, 0.3352], "species": ["C", "C", "N", "O", "O", "H", "H", "H"], "xyz": [[0.15, 1.51, 0.11], [-0.15, 0.12, 0.36], [-0.21, -2.25, -0.19], [0.44, 2.35, 0.95], [-0.32, -0.66, -0.61], [0.34, 1.88, -0.95], [-0.27, -0.36, 1.40], [0.02, -2.59, -1.06]], "lowdin_charge": [-0.245, -0.142, 0.155, 0.045, -0.075, 0.143, 0.163, -0.045]}


{"formula": "C2H3NO2", "method": "the ωB97M-V functional and the def2-TZVPD basis", "spin_multiplicity": 1, "energy_ev": -7702.0877, "lumo_energy_ha": [0.0080, -0.0331], "relative_energy_kj_mol": 555.3, "gap_ha": [0.3675, 0.2639], "species": ["C", "C", "N", "O", "O", "H", "H", "H"], "xyz": [[1.16, -0.84, 0.05], [-1.77, 0.62, 0.08], [0.93, 0.42, 0.08], [1.74, 1.35, 0.06], [-2.27, -0.40, 0.11], [2.04, -1.37, 0.29], [0.25, -1.39, -0.19], [-2.09, 1.61, -0.48]], "lowdin_charge": [-0.008, -0.103, -0.174, 0.007, 0.066, 0.066, 0.053, 0.093]}


{"formula": "C2H3NO2", "method": "the ωB97M-V functional and the def2-TZVPD basis", "spin_multiplicity": 1, "energy_ev": -7698.1998, "lumo_energy_ha": [-0.0095, -0.0369], "relative_energy_kj_mol": 930.4, "gap_ha": [0.3444, 0.2859], "species": ["C", "C", "N", "O", "O", "H", "H", "H"], "xyz": [[-0.25, -0.72, -0.37], [-0.25, 0.73, -0.09], [1.79, -0.22, 0.22], [1.06, 0.97, 0.45], [0.93, -1.15, -0.13], [-1.86, -2.10, 0.42], [-0.45, 1.35, -1.04], [-0.96, 1.13, 0.54]], "lowdin_charge": [-0.116, -0.183, 0.098, -0.077, -0.055, 0.085, 0.163, 0.085]}


{"formula": "C2H3NO2S", "method": "the ωB97M-V functional and the def2-TZVPD basis", "spin_multiplicity": 1, "energy_ev": -18540.1706, "lumo_energy_ha": -0.0432, "relative_energy_kj_mol": 316.7, "gap_ha": 0.2992, "species": ["O", "C", "C", "S", "N", "O", "H", "H", "H"], "xyz": [[-0.29, 2.01, -0.08], [-0.16, 0.79, -0.06], [-1.22, -0.16, 0.35], [-2.67, -0.20, -0.37], [0.99, 0.21, -0.52], [1.21, -1.15, -0.26], [-0.87, -1.00, 0.96], [1.81, 0.71, -0.70], [1.19, -1.22, 0.68]], "lowdin_charge": [0.055, -0.568, -0.553, 0.776, 0.023, -0.010, 0.056, 0.140, 0.081]}


{"formula": "C2H3NO2S", "method": "the ωB97M-V functional and the def2-TZVPD basis", "spin_multiplicity": 1, "energy_ev": -18540.9550, "lumo_energy_ha": -0.0023, "relative_energy_kj_mol": 241.0, "gap_ha": 0.3553, "species": ["O", "C", "N", "S", "C", "O", "H", "H", "H"], "xyz": [[-0.14, -2.11, 0.87], [0.49, -1.11, 0.64], [-0.22, 0.20, 0.21], [-1.78, 0.17, -0.86], [0.61, 1.22, -0.45], [1.81, 1.29, -0.21], [1.47, -0.95, 0.78], [-2.49, -0.68, 0.12], [0.24, 1.95, -1.11]], "lowdin_charge": [0.066, -0.219, -0.302, 0.690, -0.366, 0.020, 0.085, -0.066, 0.092]}


{"formula": "C2H3NO2S", "method": "the ωB97M-V functional and the def2-TZVPD basis", "spin_multiplicity": 1, "energy_ev": -18538.1580, "lumo_energy_ha": -0.0068, "relative_energy_kj_mol": 510.9, "gap_ha": 0.3136, "species": ["C", "C", "S", "H", "H", "O", "N", "O", "H"], "xyz": [[-0.87, 0.28, -1.49], [-0.94, 1.09, -0.48], [-0.90, 2.17, 0.63], [-0.40, 0.52, -2.34], [-1.19, -0.73, -1.56], [2.79, -0.20, 0.41], [2.23, 0.77, 0.00], [2.49, 1.02, -1.37], [2.25, 1.90, -1.76]], "lowdin_charge": [-0.073, -0.785, 0.763, 0.022, 0.060, 0.044, -0.092, -0.054, 0.116]}


{"formula": "C2H3NO2S", "method": "the ωB97M-V functional and the def2-TZVPD basis", "spin_multiplicity": 1, "energy_ev": -18538.0089, "lumo_energy_ha": -0.0192, "relative_energy_kj_mol": 525.2, "gap_ha": 0.3144, "species": ["C", "C", "S", "H", "H", "O", "N", "O", "H"], "xyz": [[1.11, -0.96, -1.03], [0.21, -1.29, -0.20], [-0.58, -1.72, 1.10], [1.19, -1.02, -2.12], [1.80, -0.30, -0.52], [-0.41, 2.32, -0.40], [-0.50, 1.31, 0.17], [-1.33, 1.31, 1.29], [-1.48, 0.34, 1.70]], "lowdin_charge": [-0.074, -0.730, 0.770, 0.083, 0.083, 0.066, -0.172, -0.088, 0.063]}


{"formula": "C2H3NO2S", "method": "the ωB97M-V functional and the def2-TZVPD basis", "spin_multiplicity": 1, "energy_ev": -18535.2763, "lumo_energy_ha": [-0.1020, -0.1128], "relative_energy_kj_mol": 788.9, "gap_ha": [0.3098, 0.2650], "species": ["C", "C", "N", "O", "O", "S", "H", "H", "H"], "xyz": [[-2.58, 1.70, 0.26], [-1.55, 1.17, -0.08], [0.95, -1.66, -0.12], [2.04, 0.23, 1.30], [2.08, 0.42, -1.11], [1.33, 0.06, 0.05], [-3.40, 2.38, 0.15], [0.24, -2.09, 0.58], [0.89, -2.21, -1.03]], "lowdin_charge": [-0.082, 0.013, -0.147, -0.340, -0.340, 0.693, 0.008, 0.105, 0.089]}